[1]
72
Properties=species:S:1:pos:R:3 method="wB97M-V/def2-TZVPD" e_homo_ev="-10.98 / -10.98" s_squared=0.760 multiplicity=2 total_charge=+1 e_above_lowest_kj_mol=13.49 gap_ha="0.2316 / 0.2437" e_tot_ev=-143851.794
H -0.72504 1.27228 1.78046
H -2.33651 5.46415 -0.16023
C 6.88497 -0.73190 -2.79851
C 5.72490 -0.71588 -2.03230
C -6.00776 1.06144 3.55812
H 1.92416 -4.55906 1.22416
S 3.69065 1.27049 2.99294
C 4.25709 -2.12029 1.44572
H -5.40237 -3.81965 0.05441
H 2.91017 -2.98636 2.86053
C -3.70273 2.16183 -1.60360
H -3.38644 5.43681 -2.39967
H -3.00830 -2.57598 -3.26616
H -4.10776 1.24354 -2.01387
H 4.50532 -3.03766 -1.82719
C -0.98988 0.41550 1.15760
H -5.93677 0.99885 5.70122
C -3.48121 -1.03726 -0.27021
O 2.25589 -0.07985 -0.19114
C -5.28227 0.94863 2.38328
C -3.10735 2.15901 -0.34493
H 4.71017 -1.45413 2.16938
S 4.07006 4.13353 4.06515
C 5.56673 -0.16060 -4.71885
O 5.53448 0.32161 0.42331
Re 3.70144 1.13134 0.74223
C -3.38000 -2.41237 -2.26261
C -4.34555 -1.97116 0.29663
C -2.71442 4.53687 -0.57116
C -3.80272 3.33388 -2.34144
H -2.16650 3.39661 1.14727
H -0.79065 -0.48807 1.73701
C -2.61904 3.36416 0.16071
C -4.01166 0.64455 4.82638
C 3.25267 -2.99261 1.83491
C -3.30611 4.52180 -1.82748
H -2.22710 0.32248 3.70179
C -4.24212 -3.33240 -1.68150
C 2.70503 -3.87694 0.91661
C 3.16481 -3.90386 -0.39297
H -4.73206 -1.81065 1.29698
C 4.41314 -0.14082 -3.93946
S 4.26081 3.20224 1.12914
C -3.91360 0.67946 2.40964
O 1.69317 1.69568 0.83690
H 2.74479 -4.60392 -1.10196
H -0.19946 -0.52305 -0.65515
C -0.13819 0.42271 -0.11798
C -5.37178 0.90932 4.78267
H 7.68812 -0.47962 -4.76816
H -2.34903 -0.56007 -2.04342
C 4.15687 -3.02783 -0.80364
C 6.79679 -0.46185 -4.15706
C 3.98320 3.02384 2.92442
H -4.54069 -4.21720 -2.22830
C -3.29000 0.53080 3.64595
H 3.45878 0.09039 -4.39216
Ge -2.92550 0.54060 0.73855
S 5.97251 -0.98885 -0.30897
H -4.27630 3.32012 -3.31465
C 4.48201 -0.42479 -2.58918
H -7.06868 1.27140 3.52054
H -3.51178 0.52824 5.77920
C -3.00659 -1.27683 -1.56095
H -5.79271 1.07731 1.43429
C 1.29052 0.69098 0.17988
H -0.47266 1.22007 -0.79299
H 5.49950 0.06028 -5.77561
H 7.84079 -0.94814 -2.33858
C -4.72524 -3.10897 -0.40136
H 3.58055 -0.44359 -1.98469
C 4.67447 -2.13056 0.12008


[2]
78
Properties=species:S:1:pos:R:3 method="wB97M-V/def2-TZVPD" e_homo_ev="-7.67 / -7.63" s_squared=0.788 multiplicity=2 e_above_lowest_kj_mol=69.39 gap_ha="0.2796 / 0.1582" e_tot_ev=-83763.677
C -3.22920 1.90343 -4.41124
C -1.28116 -1.90603 -4.61684
H 1.42099 0.47373 5.57584
C -2.12756 0.35905 2.51760
F -1.67453 4.05852 1.25572
N -0.76918 0.87262 2.46643
P 0.11976 -1.47488 -0.25055
O 1.74279 1.87517 1.25306
H -0.37137 0.25066 4.37421
H -2.43387 -1.40763 -1.47647
C -0.33546 -3.06615 0.50412
H 2.08160 -3.58300 0.49776
C -3.14057 1.45691 -0.72936
F -0.82141 6.15906 1.65356
C -0.36645 -1.69524 -1.99277
H -0.07366 -2.20346 2.45483
C -1.23129 1.57657 -2.42394
C -2.60932 1.60679 -2.07373
O -0.25880 1.37466 -1.56626
C 0.07434 -2.00358 -4.34205
H -1.26160 -6.31539 2.38351
F -2.27398 5.82682 -0.09267
H 5.11301 2.06583 4.15269
F -0.05055 6.25858 -0.51636
C 0.52993 -1.90673 -3.03469
C -0.69031 -4.20871 -0.20496
N 2.17617 0.62622 -1.17999
N -2.45297 1.33661 0.33377
H 4.08688 2.47186 1.95328
C -0.33370 -3.09955 1.89937
H 2.71433 1.48266 -1.20064
H 4.65084 0.54131 -0.47915
C 4.11228 -0.37704 -0.28417
H -1.58018 1.99527 -5.78747
C -2.18253 -1.70715 -3.58052
C 2.71865 -0.42914 -0.61141
H 0.78198 -2.15937 -5.14616
H 3.77857 1.04888 5.99533
H -4.04375 0.73620 1.59579
H -4.61416 1.79325 -2.79190
C -1.87654 1.88299 -4.75134
H 1.17020 0.74570 -1.48209
F -0.91522 4.15767 -0.89107
Cd -0.31795 2.03188 0.53894
C -3.05436 1.20478 1.64483
C 3.51892 2.00865 2.75028
C 3.33583 1.21974 5.02429
P -0.87265 5.22104 0.36664
H -2.50553 0.32492 3.54590
H 1.59061 -2.00840 -2.83617
C 2.16863 1.67590 2.45693
C 4.00050 -2.63896 0.48200
C 2.62984 -2.68699 0.24087
H -1.30277 -6.25647 -0.08577
H 0.14164 1.71635 -4.05031
C -0.99986 -5.40518 1.85989
H -3.98984 2.03478 -5.16803
H -3.16247 2.20371 2.07704
C 4.07944 1.78720 3.98288
C -1.02428 -5.37219 0.47281
C 1.94387 -1.60813 -0.28561
H -2.12210 -0.66416 2.12312
H -0.71223 -4.18856 -1.28872
C 4.73551 -1.46900 0.24228
H -3.23974 -1.61090 -3.79011
C -3.56938 1.77127 -3.08311
H 5.79075 -1.43455 0.47549
F 0.51796 4.48122 0.83386
C -0.65210 -4.26693 2.57603
C -0.90855 1.72729 -3.78647
H -0.63973 -4.28510 3.65792
H -1.63544 -1.97452 -5.63684
C 1.40725 1.11161 3.53105
C 0.01471 0.72591 3.46205
C 2.02270 0.90108 4.78036
C -1.72684 -1.59253 -2.27827
H -4.23628 1.43265 -0.66580
H 4.50094 -3.51137 0.88070


[3]
82
Properties=species:S:1:pos:R:3 method="wB97M-V/def2-TZVPD" e_homo_ev="-13.15 / -13.15" s_squared=2.065 multiplicity=3 total_charge=+2 e_above_lowest_kj_mol=59.63 gap_ha="0.2095 / 0.2249" e_tot_ev=-144482.236
H 1.26699 -2.10395 -6.03820
H -1.04324 0.17161 -1.65797
C -1.47734 -3.21474 2.65065
Cl 2.60865 -0.88108 -0.75582
F 4.90657 1.30700 -0.20893
H 2.72596 4.19467 1.77736
C -4.61085 -3.34225 -1.01644
H 3.39221 1.97616 -2.17090
C 2.54971 -2.54170 -2.92271
Cl 0.37380 0.53196 -5.42584
H 1.44224 5.42120 -0.13326
H -3.29610 -4.03535 3.61108
C 2.19592 -2.81446 -4.23790
C -4.41673 -2.78856 0.24863
H -1.02992 3.18715 0.12630
H 6.04280 0.04936 3.96414
H -2.16770 0.32705 2.38972
N 1.38790 3.64575 -1.31833
Cl 2.59106 -4.34665 -4.90940
C -1.55850 0.48117 1.51491
O -1.96681 -2.53914 0.37785
H 1.58638 3.39657 -3.39600
H 1.06975 3.64498 1.53772
C 4.14872 1.04384 3.80873
H 3.01032 4.74296 -0.53823
H -0.67782 4.91683 0.26047
C 1.20023 -0.64225 -4.47793
C 3.23302 1.65319 2.97155
H -7.28190 -3.94299 1.69409
C 2.05245 3.71308 1.06898
C 2.20060 -1.30486 -2.43120
C -3.20779 -0.60618 -0.08714
H -2.49456 -2.93593 5.85425
C -0.41407 -2.48359 3.08823
C 5.57082 0.61767 1.95124
Cl 0.93171 -1.98871 2.13343
H -5.85781 -4.51945 -2.30189
C 3.47264 1.75190 1.60627
Cl -8.07943 -5.24947 -0.70103
H -2.46714 -4.40053 1.16818
H 0.35864 1.36248 2.13647
N 0.03940 0.92810 0.04174
H -5.26587 -2.60816 2.20175
Mo 1.79015 1.55755 -0.87815
C 1.99810 4.48966 -0.23254
H -3.31231 -1.74702 1.71097
H 2.36950 4.85507 -2.77056
C -6.53036 -3.77103 0.93665
N -1.97149 0.10999 0.25405
C -5.39808 -3.02298 1.20804
C -1.99830 -2.89338 4.89746
H 3.96722 2.92869 -3.45498
C 3.50704 3.04258 -2.47494
F 3.86930 0.95446 5.10085
S -0.50944 -2.06415 4.74167
H -0.39590 3.29641 -2.34630
C -0.31136 0.98872 1.38311
C 1.52878 -0.33223 -3.16027
C 2.18730 3.79559 -2.58146
C -0.95977 4.12108 -0.42858
N 2.53226 2.34895 0.73175
Cl -3.46022 -3.10449 -2.30757
H 3.07046 -3.27208 -2.31981
C -3.22016 -1.94905 0.63477
O 1.20131 0.85281 -2.60149
C -1.67212 -3.65271 1.22909
C -6.68447 -4.30784 -0.33071
C 4.65316 1.21703 1.10694
C -5.72993 -4.09954 -1.31444
F 6.69160 0.13612 1.43317
C 1.53011 -1.87559 -5.01467
H -3.21262 -0.74173 -1.16579
F 2.08005 2.12917 3.46124
H -4.06639 -0.00117 0.19811
H -0.76562 -4.09099 0.81832
H 0.00975 4.99419 -2.13671
H -1.95715 4.36415 -0.79464
C -0.03392 4.02920 -1.62331
C -0.99888 0.38243 -0.60247
C 5.32657 0.52345 3.30666
C -2.39247 -3.44993 3.72068
H 4.22339 3.48394 -1.78876


[4]
82
Properties=species:S:1:pos:R:3 method="wB97M-V/def2-TZVPD" e_homo_ev="-13.01 / -13.01" s_squared=2.051 multiplicity=3 total_charge=+2 e_above_lowest_kj_mol=218.46 gap_ha="0.1977 / 0.2155" e_tot_ev=-144480.590
Cl -2.23001 -0.10240 -3.34953
H 0.62262 4.06775 -5.71979
H -6.99545 -4.28589 0.44939
C -1.37364 1.16675 -4.12650
N -2.52652 0.50558 0.50579
H 0.12149 -0.80114 6.05379
C 2.66255 1.77565 1.26780
H 3.13446 -1.04496 1.27313
C -7.02050 -2.30778 3.19886
C 3.31120 2.72588 3.42865
O 0.44208 0.84877 -2.60415
C -1.18198 2.89745 -5.77417
C -1.45362 0.04737 -0.13699
N -0.43856 0.90406 -0.05563
N 2.47825 0.74865 0.34801
C 2.95032 -0.94617 -3.23593
C 4.39326 0.73017 -2.17275
C -3.76428 -0.20877 0.65993
C -2.19717 1.71705 1.03273
H -3.39997 -0.77657 2.72213
H 4.96207 -1.40623 -3.91819
C -6.66249 -3.55749 1.16997
C -1.90894 1.85636 -5.19535
S 1.03208 -0.77220 3.80805
C -5.79962 -1.68922 3.01846
H 3.00112 4.82964 3.74578
O -2.60553 -2.14684 1.39767
Cl 0.59339 -1.88708 1.06913
F 2.09058 5.38507 1.34830
F 3.80478 2.51534 4.64175
C 0.60452 2.54814 -4.21592
H 4.42728 0.03267 0.71392
H -5.46720 -0.95873 3.74079
Cl 2.12375 2.91865 -3.51008
C -2.10069 -2.94336 2.45831
C 3.20075 1.64095 2.56124
C 2.91831 4.00043 3.06040
Mo 1.35377 0.56473 -1.16685
C -1.06355 -2.19054 3.24231
C -1.13041 -1.88219 4.62392
C -0.08108 -1.14068 5.05875
H -7.63697 -2.06574 4.04847
H 4.18695 1.63789 -1.59225
H -3.99453 -0.72332 -0.27459
H -0.30630 2.82475 0.88887
H 6.04953 -0.71109 -2.26649
C 4.02588 -1.91546 -3.71729
H -2.88632 1.60331 -5.57232
Cl -1.83813 3.75017 -7.09638
H 2.69641 -1.91165 -0.87862
C 2.30576 3.09060 0.91546
C 2.43471 4.17378 1.77450
H -4.56243 0.49009 0.90719
H 4.45076 -1.64840 -0.94271
C 0.06527 -1.66109 2.68203
C 5.79755 0.24279 -1.81273
H 2.77131 -0.19416 -4.01590
H -2.88189 2.30899 1.60166
Cl -8.96163 -4.03439 2.47975
C -7.45014 -3.25339 2.27299
C -4.98999 -1.97795 1.92438
C 3.43172 -0.36283 0.46633
H -2.90560 -3.27748 3.12056
F 3.62296 0.44521 3.00450
F 1.83405 3.30810 -0.34232
H 3.69282 -2.36510 -4.64843
N 3.24874 -0.21237 -1.97888
C -5.45120 -2.91063 0.99286
C 0.07785 3.24765 -5.28068
C -0.90604 1.96257 0.67399
C -3.65430 -1.27600 1.77153
H 6.49754 0.98230 -2.19309
H 2.01593 -1.51383 -3.08328
H 4.39046 1.01278 -3.22753
C -0.09682 1.47736 -3.62616
H -1.91447 -2.22967 5.27186
H 4.19529 -2.71844 -3.00321
H 5.95892 0.18143 -0.74022
C 3.48286 -1.14178 -0.85797
Cl -4.53928 -3.28588 -0.42090
H -1.43248 -0.90950 -0.62318
H -1.65218 -3.81852 1.98107


[5]
75
Properties=species:S:1:pos:R:3 method="wB97M-V/def2-TZVPD" e_homo_ev=-7.72 multiplicity=1 e_above_lowest_kj_mol=5.00 gap_ha=0.2770 e_tot_ev=-75911.601
F 1.36239 0.18757 -3.09955
C -0.22111 3.21428 -1.02399
H 0.77323 0.97904 3.86391
C -0.77116 0.79486 1.38961
H 0.99028 6.35091 -1.20129
C -2.55797 -3.56133 2.55445
H 2.23973 1.92104 3.83376
C -3.61240 0.57795 0.42495
C -5.04460 2.53367 0.61866
H -5.14823 3.60842 0.70260
C -1.51416 -4.33192 0.53346
H 2.21995 -0.78977 4.31148
S 4.91732 2.75060 -0.99047
C 2.10892 3.16484 -1.00829
H 4.41457 -0.81065 -0.68868
H 0.26961 -1.02981 2.59551
F 1.51463 -4.28017 -1.54354
C 0.93149 -0.91089 1.73157
F 1.59283 -5.15149 -4.09007
C 1.51569 -2.95414 -4.91354
C 1.42368 -1.17070 -3.34520
F 1.55524 -3.40513 -6.17274
O 1.40374 -1.58493 -1.00596
H 2.59627 -2.09588 2.36845
H -6.90480 -0.28695 0.48444
C -2.53492 -2.26423 2.06571
C 1.52646 1.45808 1.88863
H 0.64824 -1.65167 0.99413
H 1.05643 2.43299 1.77220
N 0.91642 2.50964 -0.96745
C 0.96907 5.27095 -1.13671
C 1.45671 -1.59851 -4.65497
H 6.42657 0.84891 -0.85642
H -7.15897 2.16697 0.67108
H -1.19090 5.10653 -1.14245
H 3.10553 5.05629 -1.12880
H 3.61581 0.01381 3.62592
H -1.13291 2.63397 -1.01299
C 4.30866 0.26335 -0.77051
C -3.78370 1.96183 0.52959
C 5.37866 1.10650 -0.85938
H -2.92000 2.62054 0.54665
C 2.37285 -1.04457 2.18329
C -1.49890 -3.02933 0.04970
Si -1.90493 -0.18941 0.21694
C 1.73035 1.08611 3.34951
H -1.10292 -5.13294 -0.06726
F 1.43555 -0.71819 -5.65660
C -2.00287 -1.97092 0.80618
Ir 1.04258 0.44083 -0.90042
C -0.24333 4.58972 -1.10060
H -0.99370 0.68466 2.45511
H -4.67019 -1.29097 0.33609
H -1.11784 -0.90076 -1.98940
H -2.05105 -5.61159 2.16896
C -6.02933 0.35005 0.49730
C -2.04224 -4.59852 1.78694
N 0.67323 0.45983 1.15113
H -2.94869 -1.46517 2.67445
C -1.04287 0.01168 -1.38547
H 2.49629 1.50162 1.40124
H -1.48923 0.80690 -1.99300
C 2.56177 -0.20777 3.45239
C 1.53632 -3.84088 -3.84659
C 1.43875 -2.02074 -2.23540
C 3.05004 0.93613 -0.80983
H -0.89280 1.85432 1.14870
C 1.49710 -3.38881 -2.54200
H -1.06839 -2.83620 -0.92563
C -6.17291 1.72564 0.60196
C 2.14677 4.55723 -1.09545
H -2.97691 -3.76648 3.53179
C -4.76333 -0.21319 0.41027
C 3.25327 2.29129 -0.94674
H 3.03524 -0.72488 1.37864


[6]
77
Properties=species:S:1:pos:R:3 method="wB97M-V/def2-TZVPD" e_homo_ev="-10.40 / -10.39" multiplicity=1 total_charge=+1 gap_ha="0.2234 / 0.2176" e_tot_ev=-66061.054
H 4.61977 5.29550 1.69753
C -0.23116 3.88166 -5.44354
C -1.37393 3.10646 -5.35678
C -2.60901 0.70811 -1.79711
C -1.62483 3.15934 -0.65819
N 1.45237 0.71931 0.75069
H 1.53466 4.55144 -4.42769
H 0.06263 -0.50018 6.80931
H -1.16860 -2.26584 5.51380
H -1.54396 3.08050 0.42475
C 0.05242 -0.49634 5.73084
H 1.80921 -2.70541 -4.47423
H -3.16097 1.65475 1.25435
H -0.99244 3.98209 -0.98996
H -0.02036 4.44472 -6.33992
O -0.36973 -7.89074 2.04052
H -1.26975 -2.10176 3.08018
H -3.40103 1.40193 -2.07513
C -0.21649 -2.06617 -1.86112
H 3.58634 3.19150 -1.89771
H -2.99153 0.13777 2.18741
C -0.76299 2.41941 -3.13499
C 0.26063 -2.71735 -2.96944
C 1.03992 -3.19312 1.15652
C -0.21823 -5.26657 1.50206
O -2.50452 -7.91812 1.76302
O -1.41408 0.61257 0.99620
H -3.56502 -5.80310 1.60139
H -2.52879 1.77072 -4.17865
C -2.64591 -5.25109 1.47617
H -1.13154 -2.40654 -1.39363
H 2.80108 -0.58426 -3.58638
C 4.07458 4.49887 1.21424
C 4.16385 4.35028 -0.16823
C 2.03970 1.22734 -0.39439
C -0.18773 -3.88832 1.23276
C 2.63785 2.61670 1.32738
N 0.36655 -0.99218 -1.29244
N 1.45675 1.41182 3.04675
C -1.63726 2.37299 -4.21178
C -0.67012 -1.39508 3.63712
C -1.42341 -5.92986 1.59895
H -3.56753 -3.35972 1.09360
C 1.44881 -0.46519 -1.93878
N -0.00579 -0.47508 2.91456
H -2.05045 1.58100 2.66238
C -2.64602 -3.90858 1.20417
H -2.90341 0.16563 -0.89731
H 1.27258 1.26458 5.48862
H 4.75888 5.05176 -0.73289
O -1.46049 -1.92209 0.79237
N -1.43453 -7.35540 1.82331
H -2.65457 3.36895 -0.94952
C 1.96120 -1.06577 -3.11060
P -1.02604 1.61822 -1.50427
O 1.11532 -1.93725 0.92892
C -1.44071 -3.19009 1.05304
C 0.64653 3.93689 -4.37235
C 3.51214 3.31930 -0.82895
C 1.79106 1.54106 1.80551
Mo -0.07674 -0.49917 0.73846
N 2.05321 0.66639 -1.55457
C -2.45542 1.02158 1.80624
H 1.97092 -3.74729 1.30405
H 3.23293 3.74503 3.05286
C 3.30441 3.63936 1.98271
H 1.06946 3.23627 -2.39272
H -2.06909 3.08579 -6.18219
C -0.64105 -1.47389 5.00862
C 2.76237 2.44120 -0.06284
C 0.72260 0.44378 3.60919
H -2.44703 -0.00884 -2.60338
H -0.24583 -3.59267 -3.34377
H 0.70702 -5.81152 1.62907
C 0.38236 3.20825 -3.22872
C 1.39955 -2.21235 -3.60720
C 0.71842 0.46608 5.02177